The following is a DFT calculation (ωB97M-V/def2-TZVPD) of one molecule with the formula C4H12Si2 in a non-equilibrium geometry.

Calculated values
Gap between HOMO and LUMO = 0.3587 Eh
Electronic energy = -20095.3628 eV
SMILES string = CC(C)=C[SiH2][SiH3]
LUMO = 0.890 eV
Energy above the lowest of the compared OMol25 structures with the same formula, charge and spin = 33.82 kcal per mole
HOMO level = -8.870 eV

Cartesian coordinates (Å):
C  -0.891  0.040  -0.618
C  0.074  0.996  -0.621
C  -0.206  2.465  -1.071
C  1.463  0.788  -0.245
Si  -0.644  -2.208  2.046
Si  -0.647  -1.838  -0.260
H  -1.904  0.332  -0.861
H  0.879  2.801  -1.513
H  -0.925  2.676  -1.823
H  -0.332  3.051  -0.169
H  1.606  -0.118  0.226
H  2.017  1.629  0.371
H  2.016  0.813  -1.200
H  0.740  -2.588  2.408
H  -0.688  -0.936  2.872
H  -1.641  -3.276  2.365
H  0.717  -2.093  -0.587
H  -1.635  -2.535  -1.319